Here is the molecule C3H6N2O2 at a distorted geometry from OMol25. Energies are from ωB97M-V/def2-TZVPD.

Atoms and positions in Å:
H -1.376 -0.452 -0.998
C -0.886 -0.025 -0.135
H -1.378 0.645 1.727
H -2.550 -0.350 1.011
C 0.384 0.478 -0.206
N 1.035 1.078 0.851
H 2.034 0.925 0.843
C 1.035 -0.817 -0.844
H 0.641 0.983 1.778
N -1.785 0.290 0.876
H 0.147 -0.334 -2.461
O 1.888 -1.445 -0.274
O 0.810 -0.977 -2.167

Forces on atoms 1 to 3 (eV/Å):
H 0.312 -0.518 0.041
C -1.184 2.033 0.560
H -0.209 -0.097 0.073

Frontier orbital gap = 8.775 eV
LUMO = 0.65 eV
Electronic energy = -377.870846 Eh

Here are the natural (NBO) charges for atoms 1 to 2, given in e: 0.20, -0.01



Here is the molecule C16H14ClN at a distorted geometry from OMol25. Energies are from ωB97M-V/def2-TZVPD.

Atoms and positions in Å:
Cl 0.291 -2.440 0.924
H 0.139 1.546 -4.464
C -1.163 0.972 1.834
H 0.883 -0.966 2.502
H 3.277 -2.466 -2.111
H 3.793 -0.854 -2.665
H -1.706 1.938 -2.812
H -2.327 2.726 2.315
H 3.002 -1.398 0.720
C -1.067 -0.413 1.795
C -2.179 -1.146 2.211
H -4.084 -1.048 3.227
C 0.257 1.185 -3.429
C 2.267 -0.827 0.160
C 1.376 0.423 -3.041
C -3.272 -0.471 2.779
N 2.372 -0.818 -1.147
H 2.115 0.094 -3.759
C -3.382 0.925 2.818
C -0.765 1.464 -2.490
H -0.344 1.609 1.523
C 1.491 0.126 -1.697
H -2.146 -2.225 2.164
C 0.349 -0.928 1.556
H -4.250 1.420 3.241
H -1.476 1.296 -0.434
C 3.480 -1.443 -1.814
C 0.592 0.536 -0.650
C -0.616 1.130 -1.121
C -2.303 1.632 2.314
H 4.251 -1.476 -1.063
C 1.145 -0.103 0.613

Forces on atoms 1 to 3 (eV/Å):
Cl -0.841 -5.376 -1.318
H 0.116 -0.422 0.606
C -0.806 0.863 0.705

Frontier orbital gap = 8.272 eV
LUMO = 0.72 eV
Electronic energy = -1132.978451 Eh

Here are the natural (NBO) charges for atoms 1 to 2, given in e: 0.01, 0.22



Here is a cluster of 2 separate species, C3H9NO3 in total from OMol25. Energies are from ωB97M-V/def2-TZVPD.

Atoms and positions in Å:
O -1.984 -6.437 1.634
O -0.275 1.285 -2.381
H -0.049 2.972 -0.782
C 0.521 2.006 1.036
H 0.464 -1.015 -1.440
H -0.992 -0.665 -0.497
H 0.585 -0.425 0.246
H 2.235 1.147 0.684
H -1.266 -6.857 1.150
N 0.075 2.086 -0.313
H 0.028 1.181 1.552
C 0.039 -0.355 -0.691
H 0.264 2.919 1.571
H -1.932 -5.524 1.335
C -0.026 1.051 -1.217
O 1.933 1.906 1.189

Forces on atoms 1 to 3 (eV/Å):
O 0.161 0.114 -0.154
O 0.147 -0.027 -0.062
H 0.218 0.150 0.281

Frontier orbital gap = 10.588 eV
LUMO = 0.45 eV
Electronic energy = -400.186970 Eh

Here are the natural (NBO) charges for atoms 1 to 2, given in e: -0.93, -0.60



Here is a cluster of 8 separate species, C41H71N4O26PS2 in total at a distorted geometry from OMol25. Energies are from ωB97M-V/def2-TZVPD.

Atoms and positions in Å:
H -3.440 -6.660 -0.551
C 3.660 -4.848 3.011
H 3.135 -8.272 -2.607
H 14.663 6.208 -2.899
S -2.940 -1.495 -0.575
H -1.052 -6.141 -1.259
H -5.555 -1.492 -2.525
O -0.956 1.760 5.054
O -10.759 6.841 -1.528
C 4.103 1.982 1.065
O 2.170 8.715 7.326
H -6.675 0.536 0.935
C -0.220 2.357 4.306
H 3.169 -1.540 1.944
H 5.673 -3.567 1.722
H 12.215 3.296 -6.387
C -6.537 -2.865 -0.913
O 2.528 6.626 6.835
O 10.176 0.474 -1.754
C -9.682 2.990 2.028
O 4.697 -5.738 3.161
H 3.246 1.650 1.755
O 1.045 -6.526 2.501
N 3.225 -3.759 0.632
O -0.927 -8.605 -3.706
H -12.164 3.328 -2.264
C -1.949 -5.599 0.726
H 4.893 1.147 1.091
H -11.268 -1.390 0.611
O -0.309 3.660 3.982
H 12.142 0.618 -1.211
C 2.935 -2.603 -1.823
H 1.262 0.274 4.956
H -7.449 -2.231 -0.573
C -0.742 -6.236 -0.149
P 4.696 -2.792 0.994
O 0.832 1.837 3.650
H 1.292 5.254 5.876
C 0.333 -8.699 -4.171
H -0.606 -7.365 0.039
H -6.505 -1.751 1.697
O 8.077 0.326 -2.308
N -5.424 -2.651 0.060
C 2.555 -8.501 -3.501
O 14.029 4.490 -4.838
C -3.376 -5.632 -0.011
N 4.191 -1.506 1.810
C -11.278 8.104 -1.941
H -9.022 2.380 2.649
H -11.418 -0.469 -0.926
O 2.387 -0.405 -0.675
C -10.690 1.148 1.023
O 12.804 6.118 -3.828
C 1.280 9.760 7.716
C 1.467 -5.593 1.463
C -11.639 5.828 -1.617
C 1.162 -4.422 -0.921
H 11.808 -0.628 -2.424
O 0.417 7.266 7.390
H 13.760 7.728 -3.008
H -1.845 -9.879 -5.071
O 3.317 -4.044 3.946
H -4.954 0.510 0.257
H -11.574 8.074 -2.993
H -11.251 2.698 -0.884
H -6.915 -3.962 -0.866
H -9.956 3.884 2.589
C 14.017 6.811 -3.541
H -2.904 -8.757 -4.202
H 2.794 -7.759 -4.267
H 2.454 -0.646 -2.795
H -9.172 3.301 1.112
C 2.480 -3.606 -0.631
C 1.585 7.511 7.203
H 1.642 4.908 7.605
H 6.097 0.194 -2.803
C -11.841 -0.635 0.068
H 4.517 3.003 1.373
H 12.345 2.422 -4.822
O -11.025 4.706 -1.200
H -12.711 3.654 -0.583
H 7.139 0.784 -4.109
C -5.944 -0.082 0.280
C 2.112 -1.209 -1.854
H 0.194 -0.142 3.571
H 11.806 1.111 -2.878
C -1.932 -8.861 -4.686
C -4.095 -2.704 -0.540
O -10.882 2.281 1.720
H 14.534 7.082 -4.465
C 7.068 0.070 -3.285
H -2.348 3.912 4.314
C 11.556 0.385 -2.101
C -5.634 -1.497 0.974
H 0.581 -4.258 -1.906
S -3.601 -4.344 -1.330
H 1.858 10.683 7.784
H 10.759 2.824 -5.498
H -1.728 -4.525 1.049
O -11.892 0.586 0.804
C 11.788 3.171 -5.390
H 4.114 2.627 -1.161
H -12.121 8.400 -1.312
H 2.821 -9.505 -3.838
H -5.741 -3.317 -2.971
C 1.053 0.449 3.898
H -6.321 -0.127 -0.796
H -7.210 -2.199 -2.994
O 0.653 -8.972 -5.302
H -4.244 -5.574 0.732
C 3.542 0.431 -0.937
C 2.046 5.294 6.666
O 11.761 4.415 -4.693
O -12.779 5.910 -2.004
H 2.888 4.667 6.370
C 2.774 -4.722 1.650
C 0.629 -5.453 0.164
N 0.296 -5.300 4.701
C -1.390 4.347 4.611
H 2.649 -3.164 -2.799
H -1.366 5.386 4.280
C 12.973 4.959 -4.489
H 2.411 2.389 -0.457
C 0.528 -5.779 3.610
O 9.653 -0.086 -3.897
C 9.334 0.208 -2.769
C 3.490 1.973 -0.443
O -9.625 0.711 0.658
C -11.846 3.540 -1.241
H -1.278 4.329 5.698
H -10.485 8.845 -1.827
H 7.142 -0.956 -3.655
H 0.846 9.551 8.696
H -2.024 -6.262 1.677
H -4.714 -1.336 1.662
H 5.342 -2.300 -0.193
O 1.172 -8.436 -3.153
C -6.224 -2.413 -2.428
H 1.002 -1.490 -1.980
H 4.076 -2.465 -1.875
H -12.864 -0.997 -0.049
H -1.872 -8.134 -5.500
O 4.601 0.027 -1.488
H 1.924 0.138 3.319
H 0.496 9.898 6.967

Forces on atoms 1 to 3 (eV/Å):
H -0.158 1.833 0.691
C 3.671 -1.392 4.285
H -0.320 -0.011 0.030

Frontier orbital gap = 6.711 eV
LUMO = -1.78 eV
Electronic energy = -4917.441418 Eh

Here are the Mulliken charges for atoms 1 to 2, given in e: 0.37, -0.01



Here is the molecule C5H7N3 at a distorted geometry from OMol25. Energies are from ωB97M-V/def2-TZVPD.

Atoms and positions in Å:
H -0.460 -3.001 1.026
C -0.023 2.285 -1.513
N 0.289 0.486 -0.307
H -1.748 -2.483 2.276
C 1.165 1.595 -1.883
C -0.509 1.643 -0.437
N -0.676 -0.952 1.284
N 1.322 0.508 -1.190
C 0.144 -0.724 0.352
H 2.054 1.879 -2.391
C -0.606 -2.330 1.891
H -1.478 1.759 -0.020
H 0.920 -1.360 -0.082
H -0.422 3.233 -1.716
H 0.028 -2.538 2.711

Forces on atoms 1 to 3 (eV/Å):
H 0.132 -0.269 0.794
C 1.027 0.483 0.753
N -0.976 1.253 -0.397

Frontier orbital gap = 10.235 eV
LUMO = 0.93 eV
Electronic energy = -358.920172 Eh

Here are the natural (NBO) charges for atoms 1 to 2, given in e: 0.19, -0.32



Here is a cluster of 2 separate species, C3H5NO3 in total at a distorted geometry from OMol25. Energies are from ωB97M-V/def2-TZVPD.

Atoms and positions in Å:
O -0.307 -1.511 1.328
O 3.155 -1.161 1.564
C 0.907 -0.980 1.184
C -0.037 -0.979 0.017
O 1.906 -2.818 2.089
H 0.291 0.559 -1.233
H -1.374 0.360 -0.932
C -0.428 0.360 -0.502
H 1.039 0.518 1.849
H -0.459 1.080 0.221
H 0.056 -1.658 -0.774
N 2.087 -1.713 1.592

Forces on atoms 1 to 3 (eV/Å):
O -1.283 -0.171 0.083
O 0.309 0.625 -0.639
C -0.633 5.183 0.734

Frontier orbital gap = 10.248 eV
LUMO = -0.54 eV
Electronic energy = -397.543859 Eh

Here are the natural (NBO) charges for atoms 1 to 2, given in e: -0.44, -0.35



Here is a cluster of 2 separate species, C4H8N2O in total at a distorted geometry from OMol25. Energies are from ωB97M-V/def2-TZVPD.

Atoms and positions in Å:
H -1.340 -1.396 0.572
O 1.014 -0.683 -1.519
N -1.445 -0.683 -0.142
C 2.662 0.634 -0.362
H -1.573 -1.134 -1.039
C 0.737 -0.316 0.823
H -2.684 0.931 -0.613
C -2.524 0.224 0.206
H -2.229 0.800 1.092
H -3.478 -0.276 0.425
C 1.403 -0.170 -0.503
H 2.429 1.605 0.086
H 3.320 0.107 0.337
H 3.146 0.753 -1.331
N 0.563 -0.396 1.968

Forces on atoms 1 to 3 (eV/Å):
H -0.138 -0.024 -0.203
O 0.208 0.243 0.559
N -0.199 -0.279 -0.060

Frontier orbital gap = 9.385 eV
LUMO = 0.18 eV
Electronic energy = -341.918822 Eh

Here are the natural (NBO) charges for atoms 1 to 2, given in e: 0.37, -0.47



Here is the ion C4H11NP with charge +1 at a distorted geometry from OMol25. Energies are from ωB97M-V/def2-TZVPD.

Atoms and positions in Å:
C 1.572 -1.287 0.473
H -2.397 -0.478 -0.515
H 0.426 1.697 -2.105
H 0.111 0.186 1.440
C 0.157 -0.614 0.645
H 2.627 0.949 1.147
H -1.963 0.494 0.745
N -0.319 0.071 -0.612
H -1.913 1.173 -0.905
H -0.511 -1.329 0.972
P 3.008 -0.019 0.135
H 1.550 -2.000 -0.298
H 0.035 2.038 -0.278
H 1.950 -1.913 1.232
C 0.365 1.322 -0.973
H -0.117 -0.702 -1.319
C -1.757 0.303 -0.337

Forces on atoms 1 to 3 (eV/Å):
C -0.054 3.316 -0.390
H -1.147 -2.104 -1.280
H -0.198 -1.490 2.675

Frontier orbital gap (spin up / spin down) = 9.129 / 7.393 eV
LUMO (spin up / spin down) = -4.85 / -5.21 eV
Total charge = +1
Electronic energy = -554.693401 Eh

Here are the natural (NBO) charges for atoms 1 to 2, given in e: -0.74, 0.24



Here is a structure of composition C36H56EuN4O8S at a distorted geometry from OMol25. Energies are from ωB97M-V/def2-TZVPD.

Atoms and positions in Å:
H 17.887 17.129 6.451
C 19.136 10.516 4.734
H 11.158 7.205 4.999
C 17.559 16.621 8.454
H 10.146 16.475 5.979
C 18.007 11.072 5.403
C 9.924 15.403 6.013
O 14.165 10.244 5.946
H 7.572 9.007 10.040
H 10.755 16.396 8.465
H 17.003 10.785 5.086
H 7.807 11.274 10.177
H 9.914 8.308 10.218
H 17.679 14.625 5.701
H 17.653 17.669 8.687
C 16.903 12.546 7.167
C 17.752 16.290 7.125
C 16.977 7.035 7.688
C 8.891 11.429 10.091
H 8.821 11.338 8.022
C 10.953 14.700 9.758
C 10.766 11.363 5.454
H 9.774 11.393 5.886
H 12.472 8.632 4.685
C 12.460 14.946 10.082
N 11.360 10.050 5.797
H 18.908 9.872 3.882
H 21.260 10.469 4.504
H 16.399 6.972 6.753
C 17.289 15.614 9.368
C 10.065 8.361 9.094
N 10.622 13.264 9.929
C 7.652 9.004 8.913
H 21.545 11.840 6.646
C 9.083 9.316 8.453
C 9.025 9.251 6.894
H 7.394 8.030 8.523
H 8.671 13.423 9.165
H 10.601 11.445 4.386
H 12.913 15.842 9.565
H 8.556 10.181 6.481
C 11.383 12.491 10.949
C 17.237 13.975 7.674
O 17.639 11.133 9.008
C 10.284 8.991 5.940
C 10.461 15.307 8.407
H 13.094 14.562 7.404
H 11.885 7.608 6.658
H 9.816 14.896 5.034
H 9.403 15.278 8.307
C 11.527 12.607 5.928
C 9.160 12.929 10.000
C 12.404 15.144 6.759
C 10.943 7.583 6.040
H 11.851 9.848 3.610
C 20.440 10.861 5.108
C 19.476 12.229 6.873
C 10.943 14.739 7.019
O 13.942 11.141 3.836
O 15.387 11.093 8.510
S 15.754 6.831 8.919
H 16.686 13.577 9.729
H 10.212 6.834 6.422
H 12.532 16.236 7.020
O 15.208 8.242 9.144
H 15.859 5.970 11.015
H 11.043 12.974 7.994
N 10.847 13.322 7.013
C 12.106 11.144 10.443
H 13.064 14.072 9.766
H 12.590 15.128 11.158
C 16.635 6.559 10.461
H 9.797 7.385 8.688
C 17.062 14.284 9.018
H 10.342 15.149 10.545
H 12.572 12.368 6.212
H 16.670 7.541 10.993
H 10.370 11.005 8.738
C 20.551 11.683 6.212
H 10.726 12.280 11.811
C 18.141 11.962 6.464
O 12.006 10.940 9.142
H 9.723 9.086 4.931
H 17.623 6.092 10.338
H 9.468 10.956 10.865
H 19.612 12.945 7.665
H 11.109 8.579 8.891
H 17.585 7.936 7.907
H 12.176 13.099 11.428
H 8.351 8.457 6.697
H 8.938 15.328 6.496
O 15.810 12.668 6.323
H 17.135 15.853 10.414
O 12.720 10.448 11.250
H 17.558 6.084 7.644
C 16.619 11.502 8.404
C 12.263 9.668 4.601
C 13.533 10.422 4.764
H 15.312 11.823 6.142
C 17.682 14.961 6.742
Eu 13.698 9.709 8.061
H 11.544 13.293 5.054
H 12.689 14.942 5.698
N 9.330 10.826 8.765
H 8.816 13.397 10.924
H 6.936 9.731 8.544

Forces on atoms 1 to 3 (eV/Å):
H 0.242 -0.402 -0.361
C -0.887 0.645 0.170
H 0.143 0.406 1.236

Frontier orbital gap (spin up / spin down) = 5.229 / 6.824 eV
LUMO (spin up / spin down) = -4.66 / -3.07 eV
Multiplicity = 7
Total charge = +1
Expectation value of S² = 12.011
Electronic energy = -3334.625601 Eh

Here are the Mulliken charges for atoms 1 to 2, given in e: 0.40, -0.73



Here is a cluster of 2 separate species, C4H12 in total at a distorted geometry from OMol25. Energies are from ωB97M-V/def2-TZVPD.

Atoms and positions in Å:
C 0.812 1.150 0.939
H -0.195 -1.752 -0.554
H -0.758 -2.482 -2.010
H 1.870 2.468 2.355
H -2.752 -1.699 -0.725
C -0.746 -1.528 -1.466
H 1.163 0.337 0.297
H 2.227 0.685 2.453
H 0.159 0.622 1.642
C -2.121 -0.945 -1.201
H -2.605 -0.843 -2.180
H 2.906 1.583 1.153
C 2.037 1.545 1.814
H -2.130 -0.010 -0.654
H -0.137 -1.008 -2.215
H 0.270 1.879 0.351

Forces on atoms 1 to 3 (eV/Å):
C 0.675 -1.476 1.126
H 0.228 0.361 -0.031
H -0.748 -0.211 0.410

Frontier orbital gap = 12.717 eV
LUMO = 1.15 eV
Electronic energy = -159.568504 Eh

Here are the natural (NBO) charges for atoms 1 to 2, given in e: -0.61, 0.20



Here is the molecule C3H2ClF at a distorted geometry from OMol25. Energies are from ωB97M-V/def2-TZVPD.

Atoms and positions in Å:
H 1.575 0.212 2.188
C 0.339 -0.197 0.378
C -0.502 -0.141 -0.743
H -0.353 -0.920 -1.438
F -1.772 -0.440 -0.344
Cl -0.348 1.591 -1.374
C 1.062 -0.104 1.334

Forces on atoms 1 to 3 (eV/Å):
H 0.608 -0.160 0.671
C 2.014 0.083 2.103
C -1.140 0.766 -0.079

Frontier orbital gap = 11.472 eV
LUMO = 0.74 eV
Electronic energy = -675.477543 Eh

Here are the natural (NBO) charges for atoms 1 to 2, given in e: 0.24, -0.10



Here is the molecule C16H26O5 from OMol25. Energies are from ωB97M-V/def2-TZVPD.

Atoms and positions in Å:
H 2.069 -0.298 -3.112
H -0.134 -0.657 1.342
H 1.592 4.213 1.280
H 0.307 4.817 2.356
C 0.727 2.059 -2.346
H 1.691 2.099 -2.881
C -0.584 -1.492 1.853
H -0.040 3.645 -3.186
C -0.393 2.949 -0.226
O 0.618 -1.843 -0.581
H -0.870 -0.428 3.684
C -1.754 -3.641 3.150
H -2.210 -4.482 3.652
C 0.924 2.750 -0.988
C -1.330 -3.769 1.840
C 1.517 -0.357 -2.167
H 0.130 -3.848 -0.397
C -0.306 -2.848 -0.253
C -0.744 -2.696 1.181
H -1.916 -2.340 4.843
H -1.456 -4.710 1.322
O -0.376 4.076 0.617
H -2.138 0.804 1.501
C -2.029 1.738 0.954
C -1.589 -2.439 3.818
H 2.035 -0.284 -0.329
H 2.425 -2.791 -3.260
H -0.283 0.460 -1.309
C -1.003 -1.368 3.167
O 2.433 -0.001 -1.163
H -1.189 -2.774 -0.913
H -0.305 0.343 -3.079
H -1.200 3.177 -0.942
H 1.615 2.158 -0.392
H 0.185 -2.022 -2.595
C 1.039 -1.809 -1.934
O -0.262 2.710 -3.122
C 2.167 -2.805 -2.205
H 1.355 3.741 -1.154
O -0.698 1.778 0.483
H 0.559 3.061 2.165
H -2.733 1.762 0.115
H 3.040 -2.526 -1.621
C 0.310 0.590 -2.213
H 1.867 -3.814 -1.933
H -2.237 2.585 1.615
C 0.582 4.029 1.657

Forces on atoms 1 to 3 (eV/Å):
H -0.086 -0.067 0.030
H 0.053 0.118 -0.039
H 0.002 -0.001 0.035

Frontier orbital gap = 9.998 eV
LUMO = 0.82 eV
Electronic energy = -1001.433784 Eh

Here are the natural (NBO) charges for atoms 1 to 2, given in e: 0.18, 0.23